[1]
C34H79AlBrN4O6S | wB97M-V/def2-TZVPD

**E_LUMO**: 2.2 eV
**Total charge**: -1
**F_max**: 2.7 eV/A
**Gap between HOMO and LUMO**: 7.650 eV
**HOMO level**: -5.45 eV
**Energy**: -142259.575 eV

Positions of all 126 atoms, in Å:
O  1.612  8.142  2.120
C  0.914  8.066  1.170
O  -0.426  8.036  1.168
C  -0.992  7.291  2.259
C  -1.208  5.791  1.904
C  -1.802  5.697  0.490
C  -2.390  4.267  0.268
Al  -1.078  2.716  0.585
C  -0.402  1.926  -1.174
C  1.089  2.205  -1.542
C  2.046  1.105  -1.013
S  3.102  1.657  0.358
O  2.600  2.814  1.019
O  4.400  1.995  -0.163
O  3.276  0.389  1.384
C  -2.207  1.232  1.514
C  -1.581  -0.093  1.396
O  -0.498  -0.396  1.692
Br  -2.768  -1.543  0.645
H  1.387  8.059  0.169
H  -1.996  7.711  2.423
H  -0.460  7.406  3.208
H  -0.226  5.319  2.003
H  -1.913  5.391  2.644
H  -2.655  6.400  0.449
H  -1.105  5.972  -0.310
H  -2.815  4.118  -0.739
H  -3.224  4.137  0.985
H  0.058  3.105  1.623
H  -1.008  2.374  -1.980
H  -0.529  0.830  -1.195
H  1.174  2.157  -2.641
H  1.444  3.206  -1.265
H  2.762  0.879  -1.812
H  1.520  0.168  -0.796
H  2.386  0.062  1.616
H  -2.366  1.553  2.551
H  -3.184  1.230  1.011
C  5.760  1.188  2.964
C  7.122  1.383  2.317
N  8.211  0.755  3.051
C  9.527  1.180  2.609
C  9.951  0.833  1.178
C  8.064  -0.666  3.309
C  7.879  -1.599  2.107
H  5.772  1.519  4.006
H  5.009  1.768  2.440
H  5.440  0.146  2.932
H  7.310  2.460  2.273
H  7.069  1.035  1.276
H  10.279  0.793  3.304
H  9.577  2.269  2.719
H  10.198  -0.223  1.072
H  10.851  1.397  0.916
H  9.184  1.089  0.446
H  7.208  -0.803  3.975
H  8.920  -1.012  3.898
H  7.148  -1.217  1.393
H  7.517  -2.572  2.452
H  8.816  -1.779  1.581
C  -4.121  -5.174  -0.067
C  -4.588  -5.735  -1.402
N  -4.354  -4.833  -2.513
C  -5.049  -5.219  -3.728
C  -4.654  -6.544  -4.391
C  -2.983  -4.380  -2.688
C  -1.894  -5.441  -2.879
H  -4.560  -4.193  0.121
H  -4.426  -5.839  0.743
H  -3.035  -5.082  -0.020
H  -5.664  -5.917  -1.325
H  -4.117  -6.719  -1.557
H  -4.956  -4.415  -4.464
H  -6.120  -5.266  -3.497
H  -3.692  -6.473  -4.898
H  -5.395  -6.808  -5.150
H  -4.613  -7.368  -3.677
H  -2.713  -3.775  -1.818
H  -2.944  -3.678  -3.525
H  -1.981  -6.264  -2.167
H  -0.913  -4.986  -2.727
H  -1.899  -5.852  -3.889
C  -4.681  5.965  3.885
C  -6.131  5.708  4.268
N  -6.773  4.709  3.435
C  -8.216  4.668  3.592
C  -8.779  4.259  4.958
C  -6.110  3.416  3.365
C  -5.868  2.660  4.676
H  -4.594  6.218  2.827
H  -4.286  6.802  4.464
H  -4.046  5.101  4.089
H  -6.672  6.653  4.157
H  -6.174  5.449  5.338
H  -8.640  4.012  2.826
H  -8.605  5.665  3.354
H  -8.674  3.190  5.136
H  -9.848  4.484  4.995
H  -8.306  4.799  5.780
H  -5.142  3.558  2.875
H  -6.664  2.769  2.680
H  -5.465  3.304  5.460
H  -5.141  1.862  4.507
H  -6.777  2.187  5.049
C  4.034  -6.769  -6.581
C  3.935  -5.556  -5.667
N  2.636  -4.911  -5.705
C  2.623  -3.598  -5.077
C  2.901  -3.518  -3.573
C  1.495  -5.759  -5.408
C  1.473  -6.487  -4.060
H  3.752  -6.513  -7.604
H  5.061  -7.138  -6.597
H  3.400  -7.590  -6.242
H  4.688  -4.836  -5.998
H  4.219  -5.856  -4.647
H  1.665  -3.113  -5.285
H  3.367  -2.978  -5.589
H  2.053  -3.868  -2.984
H  3.076  -2.479  -3.288
H  3.786  -4.087  -3.284
H  1.417  -6.513  -6.198
H  0.578  -5.171  -5.507
H  2.428  -6.961  -3.825
H  0.718  -7.276  -4.083
H  1.208  -5.818  -3.243

***

[2]
C7H11N2 | wB97M-V/def2-TZVPD

**Energy above the lowest of the compared OMol25 structures with the same formula, charge and spin**: 148.9 kJ/mol
**E_LUMO**: -3.5 eV
**Total charge**: +1
**F_max**: 0.8 eV/A
**Gap between HOMO and LUMO**: 9.509 eV
**HOMO level**: -13.03 eV
**SMILES**: N[NH2+]Cc1ccccc1
**Energy**: -10410.176 eV

Positions of all 20 atoms, in Å:
N  1.454  -1.962  0.561
N  0.734  -1.324  1.604
C  0.752  0.174  1.424
C  -0.022  0.536  0.187
C  -1.413  0.502  0.220
C  -2.142  0.810  -0.915
C  -1.486  1.151  -2.087
C  -0.102  1.184  -2.123
C  0.630  0.873  -0.991
H  2.438  -1.710  0.575
H  1.355  -2.972  0.579
H  1.054  -1.561  2.564
H  -0.254  -1.615  1.511
H  0.301  0.617  2.314
H  1.792  0.494  1.346
H  -1.931  0.258  1.138
H  -3.220  0.791  -0.882
H  -2.056  1.396  -2.969
H  0.409  1.454  -3.034
H  1.708  0.905  -1.022

***

[3]
C24H33N5ORu | wB97M-V/def2-TZVPD

**Multiplicity**: 6
**E_LUMO (spin up / spin down)**: -2.4 / -4.0 eV
**Total charge**: +1
**F_max**: 0.4 eV/A
**Gap between HOMO and LUMO (spin up / spin down)**: 5.730 / 5.904 eV
**HOMO level (spin up / spin down)**: -8.14 / -9.86 eV
**Energy**: -37492.319 eV

Positions of all 64 atoms, in Å:
Ru  0.199  0.256  0.022
C  -0.929  0.853  5.066
C  -1.187  -0.460  5.072
C  -1.357  -1.277  3.895
C  -0.760  -1.113  2.694
N  0.203  -0.136  2.406
C  -0.903  1.638  3.776
C  -0.930  -2.115  1.600
C  -1.494  -3.347  1.777
C  -1.615  -4.189  0.644
C  -1.090  -3.825  -0.554
C  -0.386  -2.587  -0.667
N  -0.446  -1.719  0.395
C  0.342  -2.218  -1.803
C  0.430  -2.965  -2.995
C  0.687  -2.367  -4.250
C  0.496  -1.042  -4.512
C  -0.219  -0.125  -3.548
N  1.155  -1.017  -1.658
H  -0.729  1.375  5.993
H  -1.297  -0.958  6.028
H  -1.957  -2.168  4.012
H  -0.590  2.658  3.995
H  -1.837  -3.681  2.742
H  -2.110  -5.146  0.740
H  -1.169  -4.478  -1.409
H  0.244  -4.031  -2.964
H  1.020  -3.006  -5.060
H  0.721  -0.652  -5.495
H  -0.273  0.858  -4.018
C  2.583  -1.279  -1.940
N  0.564  0.147  -2.298
C  -1.664  -0.550  -3.249
C  1.472  1.284  -2.476
C  0.672  2.524  -2.128
N  0.312  2.483  -0.686
C  1.352  3.192  0.089
C  -0.980  3.168  -0.477
H  2.773  -1.372  -3.008
H  2.816  -2.218  -1.446
H  3.215  -0.504  -1.513
H  -2.322  -0.127  -4.008
H  -1.998  -0.183  -2.274
H  -1.779  -1.630  -3.259
H  1.895  1.322  -3.483
H  2.305  1.205  -1.779
H  -0.250  2.558  -2.709
H  1.227  3.440  -2.349
H  1.417  4.238  -0.227
H  2.323  2.723  -0.075
H  1.120  3.154  1.151
H  -0.955  4.180  -0.894
H  -1.187  3.237  0.589
H  -1.778  2.608  -0.963
C  2.542  1.110  2.564
O  1.336  1.732  3.027
C  0.224  1.000  3.026
C  -2.241  1.651  3.022
H  2.707  0.176  3.099
H  3.332  1.827  2.764
H  2.495  0.894  1.493
H  -2.817  2.525  3.322
H  -2.837  0.768  3.232
H  -2.094  1.701  1.940

***

[4]
C38H39BrGaN5O5S | wB97M-V/def2-TZVPD

**E_LUMO**: -5.2 eV
**Total charge**: +2
**F_max**: 0.3 eV/A
**Gap between HOMO and LUMO**: 7.400 eV
**HOMO level**: -12.59 eV
**Energy**: -190970.441 eV

Positions of all 90 atoms, in Å:
Ga  -1.110  0.697  -0.860
C  -2.363  -0.117  -3.705
O  -1.458  0.671  -2.885
C  -0.524  1.442  -3.588
C  -0.540  1.629  -4.945
C  0.450  2.439  -5.515
Br  0.454  2.705  -7.376
C  1.402  3.035  -4.730
C  1.408  2.838  -3.340
C  0.442  2.017  -2.748
O  0.382  1.755  -1.455
C  2.396  3.498  -2.506
N  2.476  3.393  -1.179
C  3.522  4.179  -0.705
C  4.004  4.411  0.577
C  5.081  5.268  0.681
C  5.658  5.871  -0.448
C  5.179  5.638  -1.721
C  4.095  4.777  -1.821
N  3.364  4.325  -2.919
H  -3.017  0.558  -4.252
H  -2.926  -0.734  -3.014
H  -1.768  -0.731  -4.379
H  -1.287  1.179  -5.580
H  2.144  3.660  -5.208
H  1.812  2.821  -0.669
H  3.559  3.949  1.447
H  5.492  5.484  1.657
H  6.500  6.535  -0.315
H  5.624  6.104  -2.589
H  3.526  4.589  -3.877
C  4.149  -3.730  2.547
O  2.900  -3.111  2.252
C  1.938  -3.152  3.207
C  2.079  -3.715  4.466
C  1.002  -3.717  5.345
C  -0.219  -3.185  4.970
C  -0.370  -2.632  3.705
C  0.709  -2.589  2.837
N  0.632  -2.064  1.521
C  -0.132  -1.061  1.074
N  -0.591  -0.174  1.975
C  -1.483  0.929  1.871
C  -1.894  1.526  0.686
C  -2.761  2.621  0.746
C  -3.200  3.105  1.963
C  -2.783  2.509  3.150
C  -1.928  1.423  3.111
O  -1.456  0.760  4.195
C  -1.826  1.234  5.489
N  -0.362  -0.930  -0.236
C  -0.061  -1.999  -1.136
C  0.778  -1.765  -2.215
C  1.022  -2.759  -3.154
C  0.429  -4.000  -2.992
C  -0.408  -4.254  -1.912
C  -0.673  -3.255  -0.984
O  -1.496  -3.393  0.084
C  -1.953  -4.706  0.407
H  4.757  -3.617  1.656
H  4.015  -4.791  2.766
H  4.638  -3.236  3.388
H  3.019  -4.150  4.770
H  1.125  -4.154  6.327
H  -1.061  -3.213  5.647
H  -1.335  -2.252  3.394
H  1.185  -2.547  0.826
H  -0.287  -0.337  2.928
H  -3.087  3.107  -0.165
H  -3.867  3.955  2.002
H  -3.134  2.895  4.096
H  -1.311  0.594  6.198
H  -2.904  1.154  5.633
H  -1.505  2.268  5.629
H  1.256  -0.795  -2.299
H  1.683  -2.570  -3.987
H  0.617  -4.789  -3.707
H  -0.857  -5.231  -1.806
H  -2.531  -4.602  1.321
H  -1.108  -5.375  0.578
H  -2.589  -5.114  -0.380
C  -4.366  -2.314  -1.235
S  -3.697  -0.765  -0.597
C  -5.093  0.320  -0.939
H  -5.198  -2.630  -0.609
H  -3.571  -3.051  -1.180
H  -4.702  -2.210  -2.267
H  -5.406  0.239  -1.979
H  -4.780  1.340  -0.730
H  -5.925  0.068  -0.286

***

[5]
CH3I2P | wB97M-V/def2-TZVPD

**Energy above the lowest of the compared OMol25 structures with the same formula, charge and spin**: 511.9 kJ/mol
**E_LUMO (spin up / spin down)**: -1.4 / -1.5 eV
**F_max**: 2.1 eV/A
**Gap between HOMO and LUMO (spin up / spin down)**: 7.614 / 7.133 eV
**HOMO level (spin up / spin down)**: -8.97 / -8.61 eV
**Energy**: -26571.502 eV

Positions of all 7 atoms, in Å:
C  1.636  0.047  0.030
P  -1.705  -0.766  0.451
I  1.899  1.032  1.871
I  0.817  1.116  -1.576
H  1.065  -0.881  0.120
H  -2.344  -1.180  -0.825
H  -1.368  0.631  -0.072

***

[6]
C2H3N3O | wB97M-V/def2-TZVPD

**Energy above the lowest of the compared OMol25 structures with the same formula, charge and spin**: 99.1 kJ/mol
**E_LUMO**: 0.8 eV
**F_max**: 0.4 eV/A
**Gap between HOMO and LUMO**: 10.378 eV
**HOMO level**: -9.58 eV
**SMILES**: Nc1ncno1
**Energy**: -8639.467 eV

Positions of all 9 atoms, in Å:
N  1.735  -0.084  -0.076
C  0.381  -0.158  -0.008
N  -0.385  0.806  -0.441
C  -1.618  0.301  -0.182
N  -1.656  -0.884  0.350
O  -0.273  -1.212  0.462
H  1.983  0.858  -0.340
H  2.337  -0.514  0.609
H  -2.504  0.886  -0.374

***

What is the energy in the fourth record?
-190970.441 eV